No. 1
A cluster of 3 separate species, C26H59O9P2 in total. Source: OMol25; level of theory: wB97M-V/def2-TZVPD.

Structure (XYZ):
```
96
Properties=species:S:1:pos:R:3:forces:R:3
C -2.24966 -1.24188 2.08708 0.063 0.156 0.353
C -1.55598 0.07336 2.48031 -0.401 -1.076 -0.171
C -0.21292 -0.20849 3.19767 -0.427 0.638 -0.898
C 0.81876 0.90646 3.03221 0.361 -0.279 1.212
C 0.46457 2.24815 3.72915 0.390 -0.037 -1.148
C 0.35551 3.40018 2.70149 -0.989 -0.357 0.400
C -1.11834 3.73754 2.42333 0.451 0.064 0.068
C -1.28529 4.40235 1.06255 -0.112 0.556 0.831
C -2.71291 4.79331 0.68864 -0.289 -0.439 -0.737
C -3.77229 3.71680 0.95161 0.024 -0.034 0.105
C -4.30311 3.67838 2.40065 0.389 -0.101 -0.715
C -5.78536 3.35569 2.50847 0.068 -0.177 0.856
C -6.14914 1.91210 2.10087 -0.229 0.048 0.366
O -5.02742 1.18135 1.68365 0.001 0.438 -0.473
C -5.28122 0.29478 0.62000 -0.028 -0.349 0.253
H -3.33805 -1.13441 2.07307 -0.010 -0.022 -0.119
H -1.89100 -1.58685 1.10870 -0.071 -0.079 -0.094
H -1.39620 0.70626 1.58563 0.337 0.305 0.159
H -2.23914 0.60927 3.14938 0.084 0.248 0.012
H -0.45318 -0.42689 4.23893 0.248 -0.061 0.135
H 0.18468 -1.11433 2.74122 0.022 -0.161 0.130
H 1.04123 1.04062 1.97362 -0.109 0.119 -0.100
H 1.74952 0.56097 3.49816 0.139 -0.083 -0.181
H 1.24608 2.51330 4.44027 -0.086 -0.149 0.271
H -0.48475 2.10972 4.24459 -0.010 0.199 0.229
H 0.89238 4.27876 3.06251 0.059 0.164 -0.208
H 0.76765 3.07509 1.74796 0.402 0.050 0.050
H -1.68177 2.80723 2.45803 -0.024 -0.075 -0.092
H -1.48706 4.36074 3.24304 -0.187 0.127 -0.074
H -0.68854 5.32170 1.07516 0.182 -0.022 -0.205
H -0.84000 3.73267 0.32496 -0.160 -0.037 -0.197
H -3.03958 5.73541 1.13566 0.204 0.049 0.231
H -2.70953 4.96818 -0.39236 -0.018 0.181 -0.043
H -3.35733 2.74530 0.68326 -0.008 -0.101 0.047
H -4.61780 3.86212 0.27267 -0.044 0.154 -0.029
H -4.07370 4.64484 2.85374 -0.237 0.056 0.193
H -3.73820 2.92449 2.94377 -0.047 0.000 0.190
H -6.41289 4.08982 2.00114 0.121 0.005 -0.325
H -6.05012 3.45122 3.56510 -0.050 0.107 0.055
H -6.57408 1.39438 2.96908 -0.149 0.011 0.020
H -6.94224 1.94480 1.34670 0.135 -0.160 -0.256
H -5.89284 0.76275 -0.15852 0.004 0.115 -0.068
H -4.32531 -0.03070 0.22024 0.104 0.010 0.041
H -5.80032 -0.59521 0.99182 -0.083 -0.071 -0.097
O -0.83211 -4.70308 -1.22374 -0.728 -2.184 -2.277
P 0.31627 -5.61923 -1.03608 3.629 2.784 4.547
O 0.23453 -6.17476 0.48330 0.012 -0.314 -0.928
C -0.84985 -7.02542 0.84989 -0.264 -0.232 0.096
C -0.64865 -8.45151 0.36096 0.069 0.062 -0.140
O 1.57710 -4.59628 -0.88572 -0.190 -0.510 -0.569
C 1.48702 -3.24034 -1.33523 0.020 0.469 0.273
C 1.23485 -2.30399 -0.17328 -0.091 -0.059 0.182
O 1.31891 -6.81741 -1.59043 -2.573 -0.011 -1.202
C 1.33333 -7.07612 -3.00488 0.155 0.067 -0.260
C 1.96612 -5.94019 -3.78992 -0.065 0.143 0.073
H -1.79024 -6.61476 0.47226 0.036 0.070 0.037
H -0.89897 -7.01081 1.93759 0.078 0.133 -0.010
H -0.69019 -8.50322 -0.72979 -0.040 -0.032 0.020
H -1.42306 -9.10735 0.76239 -0.013 0.043 0.017
H 0.32852 -8.82657 0.66541 -0.008 0.000 0.058
H 0.71809 -3.13031 -2.10126 -0.102 -0.089 0.091
H 2.44732 -3.00083 -1.80477 0.034 -0.168 0.023
H 0.33190 -2.58015 0.37349 -0.098 0.033 -0.115
H 1.12891 -1.27298 -0.51610 0.042 -0.003 0.005
H 2.05910 -2.35284 0.54073 0.061 0.041 -0.059
H 0.31400 -7.26313 -3.35617 0.038 -0.047 -0.014
H 1.90544 -7.99282 -3.14821 -0.012 -0.011 0.165
H 1.34711 -5.04076 -3.75071 -0.003 -0.022 -0.015
H 2.08776 -6.22096 -4.83746 -0.021 -0.040 0.017
H 2.93936 -5.68336 -3.37346 0.027 -0.056 0.004
O 2.59464 1.28501 -1.04069 -0.936 -2.048 -2.020
P 3.55345 1.71946 -2.07360 2.989 4.771 2.339
O 5.04026 1.46329 -1.48903 -0.415 -0.256 -0.581
C 5.46600 0.11570 -1.26826 0.086 -0.313 0.009
C 5.87105 -0.57464 -2.55946 -0.113 0.077 -0.095
O 3.48833 3.34657 -1.97357 -0.182 -0.379 -0.392
C 2.37741 3.98627 -1.33688 -0.025 0.206 0.293
C 2.72880 4.40374 0.07314 0.203 0.053 0.071
O 3.99055 1.78690 -3.64839 -1.618 -2.194 0.357
C 2.97753 1.51761 -4.64309 -0.216 0.132 -0.215
C 1.92938 2.61304 -4.70368 -0.005 0.065 0.208
H 4.67732 -0.44615 -0.75987 -0.016 0.067 0.030
H 6.31984 0.16872 -0.59394 -0.034 0.140 0.023
H 5.00879 -0.72336 -3.21313 0.018 -0.054 0.019
H 6.31078 -1.55067 -2.35020 -0.015 0.006 0.046
H 6.59251 0.03107 -3.10788 0.045 -0.001 0.038
H 1.49953 3.34024 -1.34234 0.063 -0.096 0.068
H 2.13347 4.86767 -1.93538 0.117 -0.038 -0.089
H 3.06391 3.55206 0.66481 -0.158 -0.091 -0.025
H 1.86375 4.85123 0.56272 0.006 -0.004 0.017
H 3.54562 5.12850 0.06770 -0.039 0.045 -0.072
H 2.51069 0.55046 -4.43960 0.031 -0.009 -0.019
H 3.49480 1.43969 -5.59840 0.161 0.008 0.098
H 1.32441 2.63238 -3.79413 -0.016 -0.033 -0.033
H 1.26006 2.45302 -5.54951 0.020 -0.044 -0.006
H 2.40146 3.58998 -4.80138 0.039 -0.008 -0.060
```
Forces are in eV/Å.

Spin multiplicity: 1
Lowest unoccupied orbital energy (eV): 2.1
Net charge: -1
E_tot (eV): -64924.324
Max |F| (eV/Å): 6.4
E_HOMO (eV): -0.682



No. 2
A structure of composition C26H30BBrIN3O4RbSbSe4. Source: OMol25; level of theory: wB97M-V/def2-TZVPD.

Structure (XYZ):
```
72
Properties=species:S:1:pos:R:3:forces:R:3
Rb -1.00596 -0.90599 -0.42739 -0.135 0.133 0.081
C -3.65103 -0.21514 2.91249 -0.005 -0.007 0.001
C -3.30872 1.21552 2.62994 0.027 0.052 -0.024
N -4.23360 2.13015 2.80649 0.011 -0.013 0.006
C -3.94076 3.41949 2.53613 0.028 -0.036 -0.012
C -2.70642 3.82566 2.09109 0.001 0.021 0.011
C -2.45237 5.27970 1.80059 0.001 -0.023 -0.017
O -1.49517 5.89544 2.67159 0.020 0.009 -0.013
C -1.68608 2.86935 1.93875 -0.095 0.012 -0.011
C -0.36978 3.29052 1.46355 0.071 0.023 -0.050
N 0.78352 2.95394 1.89733 0.035 -0.005 -0.062
C 0.89528 2.17580 3.05521 0.006 -0.022 0.113
C 0.34564 2.61282 4.26311 0.005 0.002 -0.027
C 0.53923 1.90478 5.43555 -0.008 0.008 0.008
C 1.29495 0.74065 5.43478 0.011 -0.003 -0.036
C 1.85578 0.29551 4.24644 -0.002 -0.003 0.028
C 1.66150 1.01294 3.07823 -0.024 -0.002 -0.006
I 2.48165 0.29214 1.30550 -0.018 -0.022 -0.105
C -1.96296 1.49481 2.16649 -0.018 0.023 0.050
O -1.12994 0.55818 1.96772 -0.038 -0.072 -0.047
H -4.64787 -0.26999 3.34688 0.001 -0.016 -0.006
H -2.91587 -0.66119 3.58581 0.003 -0.001 0.001
H -3.62657 -0.80811 1.99370 -0.013 -0.002 0.003
H -4.73684 4.14114 2.69020 -0.004 -0.003 0.001
H -3.37307 5.84693 1.93539 -0.014 -0.027 -0.002
H -2.13733 5.40492 0.75699 0.006 0.018 0.007
H -0.66913 5.40494 2.59412 -0.003 -0.007 0.008
H -0.35193 3.99614 0.62928 -0.045 0.003 0.005
H -0.25412 3.51454 4.25694 0.000 0.001 0.028
H 0.09081 2.26256 6.35433 -0.002 0.003 -0.001
H 1.44615 0.17990 6.34835 0.003 -0.008 -0.002
H 2.44026 -0.61472 4.22209 -0.002 -0.001 0.004
C 1.59106 2.43568 -3.93271 -0.004 0.057 0.001
C 0.21759 2.33932 -3.33814 0.031 -0.020 0.061
C -0.90383 2.10008 -4.12476 0.008 -0.003 -0.066
C -2.14457 1.93580 -3.54018 -0.046 -0.010 0.033
C -2.20143 2.03292 -2.15934 0.054 -0.043 0.259
Br -3.87812 1.85121 -1.26570 0.044 -0.029 -0.022
N -1.16165 2.22139 -1.37289 -0.013 0.059 -0.225
C 0.02797 2.37222 -1.96538 -0.055 -0.001 0.082
H 1.58005 3.02770 -4.84936 0.024 -0.013 -0.002
H 1.95652 1.43594 -4.17867 -0.012 -0.004 -0.017
H 2.29131 2.89213 -3.23230 0.004 0.001 0.001
H -0.80128 1.98943 -5.19777 -0.030 -0.022 -0.008
H -3.02025 1.68539 -4.12014 0.018 -0.003 -0.016
H 0.86851 2.50339 -1.28771 0.012 0.018 -0.028
Se -2.85038 -1.14757 -5.73219 0.010 0.002 -0.007
Sb -1.71142 -2.72125 -4.28264 0.008 0.025 -0.015
Se -0.57518 -4.61963 -5.26041 0.001 0.008 -0.018
Se -2.84066 -3.23163 -2.18313 0.015 0.062 0.036
Se 0.37798 -1.10541 -3.65523 0.048 0.007 -0.006
C 3.56367 -5.10835 -2.31947 0.004 0.013 -0.026
C 2.92963 -3.83366 -1.79763 0.005 0.008 0.057
C 3.94491 -3.00641 -1.01568 -0.038 -0.018 -0.037
O 2.52055 -3.03204 -2.92374 -0.091 0.042 -0.008
B 1.32539 -2.42574 -2.60015 0.127 -0.181 0.010
O 0.86355 -2.85615 -1.36689 -0.023 0.046 0.021
C 1.59506 -4.05013 -1.01966 0.037 -0.066 -0.074
C 0.78283 -5.23170 -1.53319 -0.045 0.030 0.046
C 1.73557 -4.10868 0.48915 0.001 0.028 0.011
H 4.48461 -4.86097 -2.84997 0.004 -0.015 -0.003
H 2.89304 -5.61484 -3.01022 0.001 -0.002 -0.009
H 3.80773 -5.78370 -1.49564 -0.001 0.001 0.009
H 4.76231 -2.73892 -1.68599 0.019 0.005 0.013
H 4.34684 -3.55557 -0.16257 0.015 -0.011 -0.008
H 3.48634 -2.08668 -0.65130 0.003 0.024 0.021
H 0.65262 -5.18880 -2.61661 0.011 -0.005 -0.007
H -0.21582 -5.17813 -1.09689 0.002 0.001 -0.019
H 1.24349 -6.18285 -1.25655 0.027 -0.002 0.006
H 2.16253 -3.18924 0.89081 0.006 -0.030 0.008
H 2.36330 -4.95506 0.77779 0.023 0.009 0.021
H 0.75040 -4.25279 0.93543 -0.004 -0.002 -0.011
```
Forces are in eV/Å.

Spin multiplicity: 1
Lowest unoccupied orbital energy (eV): 3.5
Energy above the lowest of the compared OMol25 structures with the same formula, charge and spin (kcal per mole): 6.8
Net charge: -2
E_tot (eV): -387516.240
Max |F| (eV/Å): 0.3
E_HOMO (eV): -2.044



No. 3
A structure of composition C14H25FIInOP2. Source: OMol25; level of theory: wB97M-V/def2-TZVPD.

Structure (XYZ):
```
45
Properties=species:S:1:pos:R:3:forces:R:3
C -2.06331 2.34612 -1.33007 0.276 -0.127 0.331
I 0.10047 -2.42696 0.03959 0.813 0.671 0.421
H -2.68819 2.02684 -2.17286 0.101 0.028 0.253
H -1.35238 3.10428 -1.67867 -0.219 -0.089 0.092
H -2.68234 2.75775 -0.52361 0.077 0.009 -0.345
In -0.93479 0.64291 -0.52994 -0.821 0.364 -0.786
P 0.86893 0.59677 -2.51301 1.422 0.024 -0.569
C 2.42744 1.42112 -2.01826 -0.175 0.042 0.369
C 1.52366 -0.94341 -3.24300 -0.397 -0.245 0.220
H 2.15482 -0.68150 -4.10444 -0.223 -0.034 0.259
H 1.14040 1.45634 -4.77302 -0.193 -0.003 0.368
H 0.68306 -1.56425 -3.56863 0.245 -0.039 -0.068
H -0.57729 1.13169 -4.36900 0.251 0.188 -0.054
H 2.79075 0.96251 -1.08971 0.090 0.102 -0.221
H 2.11789 -1.50651 -2.51472 -0.172 0.137 -0.154
C 0.36920 1.54369 -3.99216 -0.648 0.027 0.198
H 3.17766 1.29895 -2.81389 -0.269 0.029 0.238
H 0.21448 2.60029 -3.73594 0.040 -0.281 -0.106
H 2.26149 2.48924 -1.84327 0.057 -0.140 -0.023
P -2.89407 -0.33279 1.03499 -0.691 -0.016 1.362
C -2.48896 0.22820 2.73137 0.219 0.126 -0.135
C -4.51250 0.46485 0.75285 0.133 0.278 -0.551
H -3.45518 -2.61452 0.42337 -0.082 -0.038 0.231
H -4.41498 -2.06013 1.82429 0.405 0.159 -0.170
H -2.70695 -2.55192 2.04127 -0.125 0.120 -0.223
C -3.41333 -2.05526 1.36504 0.372 -0.399 -0.438
H -4.83610 0.27593 -0.27936 -0.054 0.089 0.271
H -5.24655 0.03148 1.44751 0.291 0.168 -0.180
H -3.36896 0.08969 3.37438 0.255 0.030 -0.142
H -2.20998 1.28835 2.72434 -0.106 -0.152 0.101
H -4.44694 1.54863 0.90988 -0.045 -0.253 -0.062
H -1.65084 -0.35841 3.12729 -0.208 0.117 -0.024
C 0.47504 2.16926 1.09304 1.870 1.425 1.163
O 1.19360 2.88655 1.60566 -1.856 -1.727 -1.233
F 5.11109 -1.60799 3.57634 -1.600 0.524 -1.303
C 4.02993 -1.46083 2.72704 1.009 -0.453 0.942
C 4.21706 -1.71378 1.36939 -0.511 -0.001 -0.317
C 3.07697 -1.81284 0.54548 0.355 0.030 0.496
C 1.82025 -1.64803 1.12128 -0.148 0.125 -0.244
C 1.66069 -1.18704 2.42702 0.387 -0.268 0.292
C 2.78823 -1.12966 3.27321 -0.276 -0.017 -0.720
H 5.21234 -1.88857 0.95126 -0.355 0.065 0.300
H 3.17594 -2.02073 -0.51727 0.105 -0.246 0.306
H 0.67316 -0.91253 2.79737 0.266 -0.343 0.116
H 2.67909 -0.88378 4.32756 0.135 -0.006 -0.261
```
Forces are in eV/Å.

Spin multiplicity: 1
Lowest unoccupied orbital energy (eV): -7.5
Energy above the lowest of the compared OMol25 structures with the same formula, charge and spin (kcal per mole): 0.0
Net charge: +2
E_tot (eV): -51524.884
Max |F| (eV/Å): 2.8
E_HOMO (eV): -14.854



No. 4
A cluster of 2 separate species, C3H11N3 in total. Source: OMol25; level of theory: wB97M-V/def2-TZVPD.

Structure (XYZ):
```
17
Properties=species:S:1:pos:R:3:forces:R:3
C -0.45724 -2.57377 0.16183 -1.374 -1.052 -1.458
C 1.54147 -1.46751 -0.60755 -1.836 -3.176 -1.885
N 0.70889 -2.44820 -0.74981 0.398 2.544 2.450
H -0.52394 -1.78889 0.90861 -0.053 0.752 -0.166
H -0.53399 -3.48890 0.75540 0.887 -0.254 -0.347
H -1.41189 -2.68870 -0.48235 1.552 0.786 0.919
H 2.22834 -1.40613 -1.40129 1.218 -0.013 -1.053
H 1.70346 -0.65173 0.06062 -0.783 0.378 1.496
N -1.27621 0.91536 -0.39484 0.244 4.059 -3.933
C 0.05665 1.49939 0.03881 -0.476 -1.247 2.775
N -0.01065 2.79447 0.65758 -2.041 -3.846 2.917
H -2.01232 1.17200 0.21934 -0.776 -0.273 1.615
H -1.60485 1.64961 -1.21322 1.000 -2.544 1.864
H 0.41235 0.68478 0.74427 -0.188 1.118 -0.107
H 0.78048 1.51241 -0.72042 0.417 0.095 -1.517
H 0.58740 3.44471 0.30458 1.735 2.620 -1.205
H -0.18796 2.84110 1.71843 0.075 0.053 -2.365
```
Forces are in eV/Å.

Spin multiplicity: 2
Lowest unoccupied orbital energy (alpha / beta) (eV): -3.3 / -9.2
Energy above the lowest of the compared OMol25 structures with the same formula, charge and spin (kcal per mole): 78.2
Net charge: +1
Expectation value of S²: 0.7616
E_tot (eV): -7747.999
Max |F| (eV/Å): 5.7
E_HOMO (alpha / beta) (eV): -14.241 / -12.838